1.
37
Properties=species:S:1:pos:R:3 method="wB97M-V/def2-TZVPD" lumo_ev=0.9013 smiles="Cc1c[nH]c2ccccc12.CCN(C)C(C)=O" homo_energy_ev=-7.83 e_above_lowest_ev=1.529 orbital_gap_ha=0.3208
C -0.6392 -0.4249 3.3478
C -1.1437 0.9696 2.9863
C 1.4219 -1.4414 2.5561
C -2.0431 -1.6710 1.0759
C -0.5993 -1.9623 1.4528
O -0.0820 -2.9898 1.0580
N 0.1012 -0.9813 2.1506
H 0.1433 -0.2979 4.0798
H -1.3992 -1.1516 3.6252
H -1.9121 0.8395 2.2099
H -0.3658 1.4710 2.4065
H 1.7909 -2.2106 1.8968
H -2.0264 -0.7358 0.5059
H -1.6442 1.5165 3.7744
H 2.1142 -0.6298 2.7739
H 1.3774 -2.0464 3.4808
H -2.5145 -2.5102 0.5886
H -2.5549 -1.3480 1.9813
C 3.2863 0.6995 -1.9429
C -0.3425 0.3013 -2.7767
C 0.6486 0.9753 -2.0461
C 1.9028 0.3568 -2.3958
C 1.6183 -0.6111 -3.3064
C -1.6843 0.6990 -2.7379
C -1.9857 1.6856 -1.8269
C -1.0336 2.3005 -0.9681
C 0.2859 1.9143 -1.0823
N 0.2566 -0.6708 -3.5334
H -2.3748 0.4060 -3.5212
H -3.0117 2.0133 -1.7073
H -0.2105 -1.1026 -4.3121
H -1.5645 2.8359 -0.1942
H 2.3801 -1.2221 -3.7555
H 0.9901 2.4723 -0.4810
H 3.9860 -0.1100 -2.0952
H 3.2539 1.0008 -0.8881
H 3.5743 1.6605 -2.3793

2.
41
Properties=species:S:1:pos:R:3 method="wB97M-V/def2-TZVPD" lumo_ev=0.4401 smiles="CN(C)S(=O)(=O)c1cccc(C(=O)NC[C@H]2CCCO2)c1" homo_energy_ev=-9.71 e_above_lowest_ev=1.037 orbital_gap_ha=0.3729
C 3.5781 0.2550 2.1162
N 4.2081 0.4771 0.8399
S 3.1903 1.0595 -0.3502
O 3.9878 1.3145 -1.5110
O 2.4315 2.1329 0.2225
C 2.0643 -0.2956 -0.6963
C 0.8924 -0.3672 0.0287
C 0.0249 -1.4348 -0.1778
C 0.3754 -2.4252 -1.0923
C 1.5504 -2.3365 -1.8188
C 2.4034 -1.2606 -1.6252
H 3.3164 -1.1480 -2.1880
H 1.8019 -3.1029 -2.5359
H -0.2984 -3.2584 -1.2236
C -1.2750 -1.5806 0.5538
O -1.7485 -2.6671 0.8159
N -1.8486 -0.4079 0.9083
H -1.4566 0.4488 0.5507
C -3.1996 -0.3410 1.4045
H -3.5709 -1.3681 1.4360
C -4.0879 0.5056 0.4814
H -5.1246 0.4242 0.8423
C -3.6641 1.9915 0.4003
H -4.5250 2.6342 0.5826
C -3.1730 2.1560 -1.0405
H -2.0996 1.9757 -1.1166
C -3.9448 1.0454 -1.7531
H -4.9608 1.3854 -2.0041
O -4.0036 -0.0220 -0.8334
H -3.4578 0.6775 -2.6567
H -3.3898 3.1390 -1.4512
H -2.8986 2.2361 1.1346
H -3.2185 0.0817 2.4151
H 0.6916 0.4146 0.7450
C 5.1126 -0.5552 0.4024
H 5.4648 -0.2776 -0.5876
H 5.9609 -0.6036 1.0855
H 4.6303 -1.5408 0.3616
H 4.3405 0.2373 2.8953
H 3.0159 -0.6880 2.1457
H 2.9044 1.0892 2.2936

3.
41
Properties=species:S:1:pos:R:3 method="wB97M-V/def2-TZVPD" lumo_ev=0.4958 homo_energy_ev=-9.07 e_above_lowest_ev=10.937 orbital_gap_ha=0.3515
C 3.3741 -2.5397 -4.5902
C 2.3968 -1.4287 -5.2162
H 2.8695 -0.7068 -5.7748
H 1.7463 -1.9517 -5.9919
O 1.7447 -0.5249 -4.4386
C 0.6699 -1.3733 -3.9549
O 0.3925 -2.5508 -4.2871
N -0.1926 -0.4919 -3.1313
C 0.3525 0.6890 -2.5746
H 1.2723 1.0322 -3.0474
H -0.5393 1.2645 -2.5535
C 0.7297 0.3823 -1.1787
N -0.2015 0.0495 -0.3299
S -0.2936 -0.0657 1.3971
O 1.0844 0.3373 1.7166
O -0.8553 -1.1967 1.9339
C -1.0338 1.5896 1.6754
C -1.0539 1.7692 3.0758
C -0.2888 2.6521 3.6698
C -0.0439 2.6942 4.9937
C -1.0033 2.2790 5.7391
C -1.9591 1.2022 5.2484
C -2.1291 1.1074 3.9417
H -2.7740 0.3860 3.5331
H -2.9399 1.0431 5.8396
H -0.9590 2.4021 6.9563
H 0.8765 3.5431 5.3955
H 0.4176 3.0349 2.9618
H -0.6032 2.2042 0.9922
H -2.1283 1.2921 1.3086
C -0.9043 -1.4010 -0.8787
H -1.6390 -1.6241 -0.3233
C -1.2567 -1.1686 -2.2732
H -1.4051 -2.0048 -2.8113
H -1.9945 -0.4212 -2.3529
H -0.1651 -2.2728 -0.8023
H 1.0629 1.4485 -0.5977
H 1.7716 -0.5451 -0.9094
H 2.7313 -3.2773 -4.1589
H 3.9221 -3.1675 -5.4883
H 4.1138 -2.0441 -3.8159

4.
42
Properties=species:S:1:pos:R:3 method="wB97M-V/def2-TZVPD" lumo_ev=-2.8256 smiles=CCOc1cccc(C[N@H+]2CCN[C@]2(O)c2nonc2N)c1 homo_energy_ev=-11.44 e_above_lowest_ev=0.974 orbital_gap_ha=0.3166 total_charge=+1
C 0.4446 -1.7516 7.0749
C 0.3986 -2.3703 5.6880
H 1.1952 -3.1166 5.5761
H -0.5713 -2.8551 5.5176
O 0.5855 -1.3237 4.7431
C 0.6140 -1.6099 3.4314
C 0.8366 -0.5205 2.5809
C 0.8922 -0.6938 1.2118
C 0.7079 -1.9588 0.6606
C 0.4825 -3.0358 1.4972
C 0.4341 -2.8740 2.8708
H 0.2624 -3.7347 3.4956
H 0.3458 -4.0194 1.0765
H 0.7589 -2.1050 -0.4084
C 1.1147 0.4848 0.2995
N -0.1277 0.7646 -0.4482
H -0.4329 -0.1195 -0.8900
C -1.2384 1.3197 0.3418
H -0.8329 1.9132 1.1641
H -1.8691 0.5323 0.7471
C -1.9765 2.2182 -0.6671
N -0.9134 2.7971 -1.4658
C 0.0268 1.7809 -1.7332
O 1.3087 2.1821 -1.8909
C -0.3749 0.9281 -2.8969
N -0.8760 -0.2723 -2.7453
O -1.1422 -0.7425 -3.9545
N -0.8160 0.1353 -4.9077
C -0.3297 1.2054 -4.3102
N 0.0516 2.3263 -4.9336
H 0.6385 2.9816 -4.4493
H 0.1057 2.2943 -5.9378
H 1.5514 2.9174 -1.3093
H -0.5020 3.6166 -1.0305
H -2.6172 1.6194 -1.3178
H -2.5739 2.9943 -0.1971
H 1.3992 1.3698 0.8729
H 1.8977 0.2636 -0.4310
H 0.9829 0.4479 3.0337
H 1.4031 -1.2665 7.2357
H -0.3428 -1.0106 7.1809
H 0.3078 -2.5246 7.8248

5.
41
Properties=species:S:1:pos:R:3 method="wB97M-V/def2-TZVPD" lumo_ev=-1.4686 smiles="C#CC1=C([PH2]=N)C(=O)OC1=O.C1CCOC1.C1CCOC1" homo_energy_ev=-8.71 e_above_lowest_ev=7.195 orbital_gap_ha=0.2662
C -3.8299 2.9002 3.3506
C -3.4578 2.5562 2.2641
C -2.9027 2.3234 0.9698
C -2.2302 1.2664 0.5088
P -1.8402 -0.2814 1.3912
N -2.0521 -1.5384 0.4682
C -1.8359 1.6139 -0.9126
O -1.2959 0.9510 -1.7240
O -2.2183 2.9375 -1.1472
C -3.0284 3.3573 -0.1301
O -3.7191 4.3177 -0.1217
H -4.0772 3.2890 4.3093
H -2.7339 -0.3113 2.4809
H -0.5290 -0.1458 1.8987
H -1.1753 -2.0424 0.3697
C 2.1102 4.0691 0.5970
C 2.7056 2.8676 -0.1297
C 2.7011 1.8105 0.9646
O 1.5832 2.1074 1.8099
C 1.0733 3.4059 1.4904
H 1.6783 4.8153 -0.0681
H 2.8752 4.5562 1.2058
H 2.0503 2.5641 -0.9498
H 3.6987 3.0480 -0.5374
H 3.6128 1.8581 1.5691
H 2.5971 0.7974 0.5744
H 0.1183 3.2839 0.9641
H 0.8909 3.9568 2.4135
C 0.5536 -5.0067 -2.7932
C 1.7528 -4.7581 -1.8841
C 1.1781 -3.7648 -0.8844
O -0.2125 -4.0700 -0.7632
C -0.5992 -4.9741 -1.8003
H 0.6076 -5.9432 -3.3464
H 0.4543 -4.1904 -3.5123
H 2.0361 -5.6830 -1.3762
H 2.6287 -4.3745 -2.4054
H 1.2763 -2.7351 -1.2480
H 1.6477 -3.8319 0.0985
H -0.7670 -5.9604 -1.3543
H -1.5339 -4.6309 -2.2437

6.
43
Properties=species:S:1:pos:R:3 method="wB97M-V/def2-TZVPD" lumo_ev=-1.9792 homo_energy_ev=-6.13 orbital_gap_ha=0.1524
C -2.1452 2.8781 -0.4117
C -1.0829 2.3028 0.7313
C -0.0024 1.2257 0.1718
Br -0.0262 1.3302 -1.8432
N -0.0757 -0.1739 0.7314
C 0.1373 -0.0594 2.2455
C 0.3552 -1.5508 2.9713
N -0.3587 -1.9935 4.0580
C -1.2610 -0.9992 0.3354
C -2.6865 -0.6915 1.0492
C -3.8144 -1.6124 0.2193
F -2.7989 -1.1966 2.4692
C 1.1765 -0.8738 0.1605
C 2.7167 -0.5934 0.7508
C 3.9114 -1.3869 -0.0160
N 3.8851 -2.3635 -1.1436
C 2.5363 -2.6480 -1.7143
C 1.2063 -1.9115 -1.1034
H -2.9599 3.4886 0.2118
H -1.6564 3.6737 -1.1365
H -2.7415 2.0320 -0.9645
H -0.4823 3.2669 1.0991
H -1.7371 1.9694 1.6383
H 1.0743 1.6412 0.4815
H 1.0124 0.7014 2.5269
H -0.8176 0.3860 2.8075
H 1.2150 -2.2752 2.5716
H 0.0442 -2.9478 4.2862
H -0.9892 -2.1325 0.5985
H -1.4623 -1.0199 -0.8415
H -3.0904 0.4022 0.9673
H -4.0236 -2.6256 0.7789
H -4.8230 -0.9800 0.1356
H -3.4875 -1.8265 -0.8915
H 2.9264 0.1564 1.6437
H 5.0051 -1.1421 0.4011
H 2.4693 -3.4114 -2.6277
H 0.1974 -2.1945 -1.6769
C 2.8693 2.7551 -4.4826
O 3.1999 2.4670 -3.3071
O 1.5800 2.5189 -4.6798
O 3.5322 3.2057 -5.4435
H 1.4727 2.2085 -3.7578

7.
38
Properties=species:S:1:pos:R:3 method="wB97M-V/def2-TZVPD" lumo_ev="0.2908 / -1.6377" homo_energy_ev="-7.71 / -7.90" e_above_lowest_ev=0.034 orbital_gap_ha="0.2941 / 0.2303" spin_multiplicity=4
C 1.5770 -1.9501 1.3004
C 1.6599 -0.7491 2.0728
C 0.3340 -0.2743 2.3163
H 2.5961 -0.2915 2.3946
C -0.5859 -1.1900 1.6625
C 0.1999 -2.2178 1.0258
H -0.1393 -3.0806 0.4603
H 2.3978 -2.5551 0.9674
H 0.1251 0.6149 2.9078
H -1.6575 -1.1637 1.6292
Re 0.7176 -0.3195 0.2072
Br 1.9769 0.7198 -1.6733
C 0.5132 -2.1431 -3.7215
C 0.0215 -3.3605 -3.1602
C 1.1332 -4.0743 -2.6153
H -1.0123 -3.7002 -3.1704
C 2.3111 -3.3004 -2.8466
C 1.9327 -2.1253 -3.5642
H 2.6072 -1.3682 -3.9510
H -0.0817 -1.3701 -4.1990
H 1.0936 -5.0479 -2.1304
H 3.3200 -3.5622 -2.5352
C -2.3084 2.1238 2.4400
Si -1.1349 2.3996 0.9502
C -1.9865 3.6757 -0.1742
C 0.3116 3.3239 1.8076
C -0.8879 0.8939 -0.1440
H -2.2807 3.0738 3.0070
H -2.0279 1.3056 3.1173
H -3.3336 1.9428 2.0807
H -2.2341 4.5518 0.4450
H -1.3155 3.9608 -1.0021
H -2.9025 3.2247 -0.5988
H 0.9880 2.7039 2.4143
H 0.9224 3.8637 1.0649
H -0.1629 4.0647 2.4868
H -1.7393 0.1780 -0.0679
H -0.9481 1.2224 -1.2044

8.
46
Properties=species:S:1:pos:R:3 method="wB97M-V/def2-TZVPD" lumo_ev=-0.7785 smiles="O=[N+]([O-])c1ccccc1.ClCCCl.ClCCCl.ClCCCl.ClCCCl" homo_energy_ev=-10.20 e_above_lowest_ev=2.033 orbital_gap_ha=0.3464
Cl 3.7712 -14.2543 17.4978
C 3.3481 -15.5012 18.6854
C 2.1665 -15.1730 19.5594
Cl 2.0726 -13.3985 20.0837
H 4.2390 -15.7653 19.2551
H 3.0174 -16.3922 18.1516
H 2.3513 -15.7343 20.4753
H 1.2332 -15.5796 19.1699
Cl 13.5625 -19.3930 17.4272
C 13.9388 -18.0802 18.4935
C 12.9497 -17.9094 19.5973
Cl 11.2938 -17.4098 18.9028
H 13.9223 -17.1327 17.9549
H 14.9772 -18.2440 18.7818
H 13.2948 -17.0368 20.1519
H 13.0424 -18.8032 20.2142
Cl 14.0473 -11.3055 10.0284
C 15.1102 -12.6558 10.6028
C 15.7722 -13.5861 9.4959
Cl 16.5999 -14.9275 10.4329
H 14.4628 -13.2734 11.2252
H 15.8744 -12.3039 11.2957
H 16.4893 -12.9552 8.9705
H 14.9728 -14.0860 8.9489
Cl 9.4802 -16.4744 11.2475
C 9.7823 -17.7498 12.4156
C 8.7480 -18.6318 12.9289
Cl 7.9235 -19.5224 11.6494
H 10.3577 -17.4152 13.2788
H 10.5513 -18.3855 11.9766
H 8.0050 -18.1320 13.5505
H 9.0980 -19.4529 13.5545
C 4.2034 -23.9719 17.4053
C 5.4432 -23.5271 17.8652
C 5.4767 -22.7976 19.0330
C 4.4352 -22.7720 19.9557
C 3.1637 -23.1536 19.4482
C 3.0228 -23.7572 18.1897
N 4.6792 -22.3758 21.3477
O 5.8493 -22.2754 21.6897
O 3.7023 -22.2673 22.0839
H 4.2031 -24.4758 16.4501
H 6.3128 -23.6236 17.2320
H 6.4145 -22.3723 19.3586
H 2.3044 -23.0965 20.1000
H 2.0381 -23.9649 17.7978

| no. | energy (Ha) |
| --- | --- |
| 1 | -730.19676 |
| 2 | -1354.13129 |
| 3 | -1353.76747 |
| 4 | -1044.67887 |
| 5 | -1317.62667 |
| 6 | -3609.38244 |
| 7 | -3487.71777 |
| 8 | -4432.67759 |